# 1
{
  "formula": "C3H9NO2",
  "method": "ωB97M-V/def2-TZVPD",
  "symbols": ["C", "C", "C", "N", "O", "O", "H", "H", "H", "H", "H", "H", "H", "H", "H"],
  "coordinates": [[1.286, 0.286, 0.378], [0.457, 0.396, 1.469], [-2.035, -0.662, -1.134], [2.078, 1.310, -0.069], [-1.303, -1.210, -0.053], [1.177, -0.711, -0.497], [0.215, -1.125, -0.382], [-1.113, -0.478, 0.685], [2.654, 1.100, -0.870], [2.459, 1.936, 0.625], [0.230, -0.505, 2.024], [0.567, 1.254, 2.114], [-3.103, -0.629, -0.904], [-1.686, 0.346, -1.387], [-1.884, -1.308, -1.999]],
  "forces_ev_per_a": [[-1.3, 0.6, -0.3], [0.8, -0.2, 0.5], [-0.1, 0.2, -0.2], [0.2, -0.2, 0.2], [0.4, 1.2, 1.8], [-0.7, -0.7, 0.2], [1.4, 0.6, -0.1], [-0.5, -1.4, -1.8], [-0.1, 0.1, 0.1], [0.0, -0.2, -0.2], [-0.2, -0.2, -0.2], [0.0, 0.3, -0.1], [0.1, 0.0, 0.0], [0.0, -0.1, 0.0], [0.0, 0.0, 0.0]],
  "smiles": "C=C(N)O.CO",
  "charge": 0,
  "gap_ev": 9.12
}

# 2
{
  "formula": "C3H9NO2",
  "method": "ωB97M-V/def2-TZVPD",
  "symbols": ["C", "C", "O", "N", "H", "H", "H", "H", "H", "C", "O", "H", "H", "H", "H"],
  "coordinates": [[-1.429, -0.299, 0.006], [-1.852, 0.354, -1.281], [-2.224, -0.208, -2.284], [-1.766, 1.732, -1.248], [-0.869, 0.409, 0.554], [-0.794, -1.162, -0.222], [-2.269, 2.204, -1.977], [-1.531, 2.220, -0.409], [-2.139, -0.748, 0.694], [2.684, -0.966, 0.827], [2.061, -0.514, 2.041], [1.590, 0.279, 1.750], [2.569, -2.047, 0.722], [3.764, -0.810, 0.803], [2.204, -0.447, 0.023]],
  "forces_ev_per_a": [[0.6, -1.4, -0.4], [-0.6, 0.7, 0.2], [0.0, -0.4, 0.1], [-0.1, -0.7, -0.1], [0.8, 0.6, 0.8], [0.2, 0.3, -0.2], [0.1, 0.2, -0.1], [-0.1, 0.2, 0.1], [-0.8, 0.4, -0.4], [0.1, -0.6, 0.7], [0.1, 0.2, -0.6], [0.1, -0.2, 0.6], [-0.4, 0.1, 0.0], [0.0, 0.4, 0.2], [0.0, 0.0, -0.9]],
  "smiles": "CC(N)=O.CO",
  "charge": 0,
  "gap_ev": 10.57
}

# 3
{
  "formula": "C3H9NO2",
  "method": "ωB97M-V/def2-TZVPD",
  "symbols": ["C", "N", "C", "C", "O", "H", "H", "H", "H", "H", "H", "H", "H", "H", "O"],
  "coordinates": [[0.767, -1.021, 0.590], [0.523, 0.113, -0.143], [-0.142, 1.186, 0.560], [1.151, 0.318, -1.484], [0.801, -1.080, 1.833], [1.096, -1.894, -0.085], [-0.125, 2.149, -0.044], [0.242, 1.368, 1.534], [-1.198, 0.891, 0.636], [1.126, -0.630, -1.951], [2.121, 0.825, -1.437], [0.430, 1.019, -2.044], [-1.721, -1.416, 0.195], [-2.481, -0.660, 1.322], [-2.591, -1.167, 0.518]],
  "forces_ev_per_a": [[1.9, -3.3, 1.5], [0.7, 2.3, 0.3], [-0.8, 1.8, -2.2], [-2.8, 1.6, 0.2], [-0.7, 0.8, -3.2], [-0.5, 1.0, 1.1], [0.2, -1.4, 0.7], [0.5, -0.2, 0.9], [0.0, 0.0, 0.1], [0.6, -0.9, -0.7], [0.0, -0.3, 0.4], [1.1, -1.0, 0.8], [-0.2, -0.2, 0.2], [0.0, -0.1, 0.4], [-0.1, 0.1, -0.5]],
  "charge": 1,
  "gap_ev": [10.85, 6.34],
  "multiplicity": 2
}

# 4
{
  "formula": "C3H9NO2P",
  "method": "ωB97M-V/def2-TZVPD",
  "symbols": ["C", "C", "C", "N", "O", "O", "P", "H", "H", "H", "H", "H", "H", "H", "H", "H"],
  "coordinates": [[-1.478, -0.366, -0.975], [-0.725, 1.022, 0.796], [2.430, 0.268, -0.153], [-0.341, 0.373, -0.519], [0.876, -1.666, 0.746], [-2.185, -1.357, -0.215], [1.029, -0.853, -0.526], [-2.209, 0.431, -1.267], [-1.054, -0.926, -1.849], [-1.596, -1.915, 0.321], [-1.845, 1.083, 0.869], [-0.364, 0.237, 1.534], [-0.540, 2.121, 0.850], [3.142, -0.297, 0.532], [2.861, 0.956, -0.832], [2.002, 0.889, 0.688]],
  "forces_ev_per_a": [[0.3, 0.1, -2.4], [-0.7, -1.0, -0.7], [-0.3, 0.1, 4.0], [-0.2, 0.0, 1.7], [-0.2, -0.4, 1.0], [-0.2, 0.4, 0.9], [-0.4, 0.1, -1.4], [-0.1, -1.1, 0.1], [-0.8, 0.6, 0.1], [0.4, 0.5, -0.4], [0.7, -0.7, -0.1], [-0.2, 1.8, 0.1], [1.2, -1.0, 0.3], [-0.3, 0.3, -1.5], [0.6, 0.3, -1.0], [0.1, 0.0, -0.7]],
  "smiles": "CN(CO)P(C)[O-]",
  "charge": -1,
  "gap_ev": 6.77
}

# 5
{
  "formula": "C3H9NO2P2",
  "method": "ωB97M-V/def2-TZVPD",
  "symbols": ["C", "C", "C", "N", "O", "O", "P", "P", "H", "H", "H", "H", "H", "H", "H", "H", "H"],
  "coordinates": [[-0.973, 1.233, -1.137], [-0.506, -0.855, 0.736], [-1.284, -0.178, -1.465], [-0.149, -1.032, -1.819], [0.352, 1.385, -1.030], [-1.653, 2.202, -0.949], [1.444, 0.237, 2.818], [1.229, -0.451, 0.726], [-1.086, -0.313, 1.450], [-0.650, -1.956, 0.515], [-2.288, -0.633, -1.680], [0.745, -0.575, -1.596], [0.503, 2.332, -0.838], [-0.331, -2.059, -1.631], [2.409, 1.125, 2.688], [0.577, 1.318, 2.567], [1.662, -1.779, 0.646]],
  "forces_ev_per_a": [[0.1, -0.8, -0.4], [-0.2, -0.8, -0.3], [2.0, -2.3, 1.2], [-2.1, 0.4, -1.4], [1.3, 0.7, -0.5], [-1.8, 0.2, 0.1], [-1.9, -1.8, 0.8], [0.3, 0.3, -0.3], [-0.7, -0.2, 0.5], [-0.5, 1.7, 0.5], [1.1, 1.1, 0.5], [-0.5, -1.0, -0.1], [-0.1, -0.5, -0.1], [0.8, 2.1, -0.3], [2.3, 1.4, -0.6], [-0.5, -0.1, -0.1], [0.4, -0.3, 0.7]],
  "charge": 0,
  "gap_ev": [7.46, 7.21]
}

# 6
{
  "formula": "C3H9NO2S",
  "method": "ωB97M-V/def2-TZVPD",
  "symbols": ["C", "C", "S", "C", "N", "O", "H", "H", "H", "H", "H", "H", "H", "H", "H", "O"],
  "coordinates": [[-0.909, -0.594, -0.699], [-0.544, -1.925, 0.017], [-1.203, -2.008, 1.729], [0.075, 0.603, -0.368], [-0.223, 1.720, -1.097], [0.908, 0.469, 0.491], [-0.867, -0.822, -1.802], [-1.983, -0.438, -0.511], [-1.101, -2.725, -0.525], [0.414, -2.429, -0.055], [-0.742, -0.794, 2.018], [-1.133, 2.107, -0.872], [0.481, 2.453, -1.191], [2.537, 2.251, -1.948], [3.434, 3.400, -1.841], [2.597, 3.093, -1.473]],
  "forces_ev_per_a": [[1.3, -1.1, -0.7], [-1.7, -1.2, -0.5], [0.3, 0.1, -0.5], [-2.0, -1.9, 0.9], [0.3, 1.3, -0.7], [0.7, 0.2, -0.6], [0.2, 0.6, 0.9], [0.5, 0.5, 0.2], [-0.3, 0.6, 0.4], [0.8, 1.2, 0.2], [0.1, 0.2, 0.4], [0.0, -0.3, -0.5], [-0.1, -0.2, 0.7], [-0.3, 0.0, 0.3], [0.0, 0.5, 0.3], [0.3, -0.5, -0.7]],
  "smiles": "NC(=O)CCS.O",
  "charge": 0,
  "gap_ev": 9.45
}

# 7
{
  "formula": "C3H9NO2S",
  "method": "ωB97M-V/def2-TZVPD",
  "symbols": ["C", "C", "S", "C", "N", "O", "H", "H", "H", "H", "H", "H", "H", "H", "H", "O"],
  "coordinates": [[1.752, 1.159, 0.109], [1.902, 1.288, 1.618], [1.359, -0.074, 2.659], [0.339, 1.243, -0.578], [-0.279, -0.041, -0.433], [-0.104, 2.369, -0.928], [2.433, 1.956, -0.403], [2.305, 0.325, -0.358], [2.943, 1.617, 1.759], [1.193, 2.100, 1.949], [0.070, -0.068, 2.628], [-0.027, -0.288, 0.598], [-1.159, -0.155, -0.926], [-4.624, -4.563, -2.452], [-4.293, -3.024, -2.680], [-3.808, -3.846, -2.561]],
  "forces_ev_per_a": [[1.7, 1.0, -3.1], [-2.1, 1.8, -0.6], [2.6, -1.4, 0.6], [-0.2, 2.0, 1.8], [1.6, 2.3, 0.8], [0.8, -4.1, 0.1], [-1.6, -0.5, 1.2], [-0.6, -0.5, 0.9], [-0.5, -0.6, 0.8], [1.2, -0.3, -0.4], [-1.5, 0.8, -0.3], [-1.3, -0.4, -2.7], [-0.2, -0.1, 1.0], [3.3, 2.8, -0.4], [0.0, 0.1, 0.0], [-3.3, -3.0, 0.5]],
  "smiles": "NC(=O)CCS.O",
  "charge": 0,
  "gap_ev": 10.24
}

# 8
{
  "formula": "C3H9NO2S",
  "method": "ωB97M-V/def2-TZVPD",
  "symbols": ["C", "C", "C", "N", "O", "O", "S", "H", "H", "H", "H", "H", "H", "H", "H", "H"],
  "coordinates": [[0.861, -1.733, 0.582], [-0.401, -0.481, -1.395], [0.049, -0.491, 0.116], [0.566, 0.834, 0.372], [0.026, 3.184, 1.033], [-1.415, 2.057, -0.627], [-0.581, 1.996, 0.575], [1.734, -1.956, -0.086], [1.428, -1.613, 1.484], [0.136, -2.476, 0.509], [-1.431, -0.133, -1.427], [-0.285, -1.473, -1.852], [0.106, 0.268, -1.978], [-0.812, -0.490, 0.702], [1.494, 0.978, 0.582], [-1.475, 1.528, 1.411]],
  "forces_ev_per_a": [[2.0, 2.4, -2.1], [-0.2, -1.2, 0.8], [0.9, 0.0, -2.1], [-2.3, 0.4, 0.5], [0.7, 0.8, 0.8], [1.1, -0.2, 1.5], [-0.3, 0.0, -3.8], [-1.1, 0.1, -0.2], [-0.7, 0.0, 1.2], [-0.7, -1.8, 0.5], [-0.1, -0.4, -0.1], [-0.2, 0.3, 0.0], [0.7, 0.1, 0.0], [-1.9, -0.6, 1.0], [2.1, 0.8, 0.8], [-0.1, -0.7, 1.3]],
  "smiles": "CC(C)N[SH](=O)=O",
  "charge": 0,
  "gap_ev": 10.84
}

Calculated F_max in order - 0.0457 0.0304 0.0799 0.0784 0.0633 0.0562 0.0871 0.0736 hartree/bohr
Calculated energy above the lowest of the compared OMol25 structures with the same formula, charge and spin in order - 45.9 28.1 35.8 54.8 152.7 32.9 59.2 67.5 kcal per mole